Density functional theory data (ωB97M-V/def2-TZVPD) for the molecule C3H9NOS.

As for the net charge: 0. The structure (SMILES) is N[C@H](CO)CS. For the LUMO energy, the calculation gives 0.67 eV. The HOMO-LUMO gap comes out at 9.48 eV.

CARTESIAN COORDINATES (ANGSTROEM)
S1 -2.6311 -1.0662 0.3758
O1 2.2944 0.8711 -0.2873
N1 -0.1398 0.1474 1.3765
C1 -1.2561 -0.2971 -0.5955
C2 1.1686 0.3961 -0.8543
C3 0.1579 -0.3598 0.0081
H1 -1.6312 0.6844 -0.8561
H2 -1.4554 -0.8053 -1.5636
H3 2.5458 0.2718 0.4789
H4 0.5306 -1.5333 0.1509
H5 -0.3002 1.1223 1.3291
H6 0.6263 0.0767 2.0277
H7 -2.2129 -0.5700 1.5787
H8 1.5220 -0.1526 -1.7213
H9 0.7809 1.2145 -1.4476

Density functional theory data (ωB97M-V/def2-TZVPD) for the molecule C16H16N2O2S.

As for the net charge: 0. The structure (SMILES) is O=C(NCc1cccs1)c1cccc(N2CCCC2=O)c1. For the LUMO energy, the calculation gives 0.62 eV. The HOMO-LUMO gap comes out at 9.27 eV.

CARTESIAN COORDINATES (ANGSTROEM)
S1 2.2900 2.3025 -0.8360
O1 0.8987 -2.0426 -0.2441
O2 -1.0539 3.3076 1.5824
N1 -1.3477 -2.1845 -0.7144
N2 0.6870 1.8711 1.6483
C1 -0.6183 2.1791 1.4609
C2 -2.7973 0.9977 1.5873
C3 0.0243 -3.7935 -1.6931
C4 3.8962 2.5526 -1.3960
C5 4.0400 3.1847 0.8143
C6 1.6961 2.8848 1.8346
C7 -1.8349 -1.1220 0.0564
C8 -2.2376 -3.0866 -1.4233
C9 -0.0396 -2.5655 -0.7993
C10 -3.1452 -1.1322 0.5323
C11 -1.4837 1.0079 1.1303
C12 -3.6186 -0.0718 1.2849
C13 4.7105 3.0234 -0.4199
C14 2.7258 2.8403 0.7533
C15 -1.3152 -3.7902 -2.4199
C16 -1.0129 -0.0371 0.3482
H1 5.7526 3.2445 -0.5657
H2 0.8885 -3.7452 -2.3523
H3 -2.6832 -3.8100 -0.7285
H4 4.5164 3.5431 1.7093
H5 -4.6381 -0.0876 1.6403
H6 -3.0374 -2.5250 -1.9105
H7 0.1358 -4.6706 -1.0516
H8 -3.7983 -1.9642 0.3201
H9 4.1349 2.3310 -2.4170
H10 -1.6683 -4.7879 -2.6717
H11 -0.0168 -0.0119 -0.0615
H12 -3.1536 1.8307 2.1728
H13 2.1853 2.7696 2.8098
H14 -1.2421 -3.2054 -3.3375
H15 0.9985 0.9193 1.5312
H16 1.1621 3.8439 1.8256

Density functional theory data (ωB97M-V/def2-TZVPD) for the molecule C4H2FNS2.

As for the net charge: 0. The structure (SMILES) is F/C=C1\C=NSC1=S. For the LUMO energy, the calculation gives -1.15 eV. The HOMO-LUMO gap comes out at 7.83 eV.

CARTESIAN COORDINATES (ANGSTROEM)
S1 2.2534 0.9667 -0.4535
S2 2.0849 -2.0008 0.0574
F1 -2.4537 -0.5645 -0.4284
N1 0.8590 2.1216 0.1317
C1 -0.1489 -0.1016 0.1371
C2 1.3229 -0.5311 -0.1193
C3 -1.2553 -0.8360 -0.1532
C4 -0.1661 1.3450 0.3433
H1 -1.2645 -1.9801 -0.2591
H2 -1.2315 1.5808 0.7440

Density functional theory data (ωB97M-V/def2-TZVPD) for the molecule C6H8S2.

As for the net charge: 0. The structure (SMILES) is SCC1=C[C@@H]2S[C@@H]2C1. For the LUMO energy, the calculation gives 0.87 eV. The HOMO-LUMO gap comes out at 9.51 eV.

CARTESIAN COORDINATES (ANGSTROEM)
S1 -2.4874 -0.9531 -0.8058
S2 3.0902 -0.8303 -0.1927
C1 -1.5275 -0.9913 0.7156
C2 1.8401 0.4629 -0.3824
C3 -0.0319 -1.0120 0.5014
C4 -0.6312 1.1453 -0.1374
C5 -1.9132 0.3999 0.2694
C6 0.4415 0.0922 0.0151
H1 -2.0405 -1.4189 1.5794
H2 2.5837 -1.6671 -1.0986
H3 -2.7181 1.0465 0.6210
H4 -0.4164 2.0184 0.5208
H5 -0.5958 1.5532 -1.1635
H6 1.9127 0.8197 -1.4131
H7 0.4199 -1.9785 0.7040
H8 2.0738 1.3131 0.2670

Density functional theory data (ωB97M-V/def2-TZVPD) for a structure of composition C40H37Cl5IPSeSiZr.

As for the net charge: +2. For the LUMO energy, the calculation gives -6.51 eV. The HOMO-LUMO gap comes out at 7.07 eV.

CARTESIAN COORDINATES (ANGSTROEM)
I1 0.8530 1.8917 1.4264
Zr1 1.0092 -0.8201 -0.0525
Se1 3.2936 -0.0290 -0.2627
Cl1 2.3662 -5.7225 -4.4411
Cl2 1.9082 -6.7650 -1.5553
Cl3 1.9192 -2.6812 -5.0810
Cl4 1.0589 -4.8686 0.6873
Cl5 1.0273 -0.7694 -2.8025
P1 -1.4543 0.4224 -0.7144
Si1 4.1869 1.7408 -1.6249
C1 -4.4797 -2.3171 -0.1830
C2 1.1821 -0.2201 4.4185
C3 3.5072 3.3545 -1.0112
C4 1.2034 -2.8335 -1.1201
C5 -0.9725 2.7184 3.5486
C6 -2.8957 -3.2448 -1.7315
C7 -4.6677 2.6576 0.1201
C8 1.3618 -4.2022 -0.8837
C9 -1.8468 1.3151 -4.7023
C10 -2.0221 0.7088 -3.4650
C11 -2.5683 -1.0120 -0.8584
C12 -1.3105 1.1707 -2.3636
C13 -0.3325 -1.3024 2.8701
C14 1.3780 -2.4643 -2.4452
C15 -4.0585 -3.3687 -0.9838
C16 -0.9628 2.3745 -4.8424
C17 1.4047 0.6408 5.6257
C18 -3.3688 2.8054 2.1517
C19 -3.7411 -1.1443 -0.1168
C20 -0.4250 2.2401 -2.5047
C21 3.6961 1.4043 -3.3790
C22 2.0986 -1.6594 2.6964
C23 3.2536 -2.4570 2.1565
C24 -0.2533 2.8399 -3.7412
C25 1.7337 -3.2921 -3.4938
C26 -1.0372 2.2410 2.2681
C27 -2.2440 2.1963 1.5189
C28 1.7210 -5.1000 -1.8934
C29 -2.4328 1.6771 0.1951
C30 -3.6014 1.9654 -0.4759
C31 5.9963 1.5459 -1.3091
C32 -2.1270 3.1991 4.1915
C33 -2.1547 -2.0753 -1.6676
C34 -0.1095 -0.4880 3.9662
C35 1.9223 -4.6424 -3.2011
C36 0.7848 -1.8532 2.2080
C37 2.2721 -0.8005 3.7683
C38 -3.2916 3.2648 3.4890
C39 -1.7258 -1.6713 2.4563
C40 -4.5690 3.0135 1.4300
H1 3.2715 -0.6257 4.1507
H2 3.9362 0.3871 -3.6916
H3 0.6085 -2.7096 1.5464
H4 -0.9566 -0.0720 4.4995
H5 -1.2662 -1.9872 -2.2787
H6 -3.7357 1.6027 -1.4881
H7 4.2606 2.0896 -4.0185
H8 -2.4057 0.9582 -5.5570
H9 -0.0221 2.7597 4.0644
H10 4.1806 -1.8881 2.1971
H11 3.3786 -3.3537 2.7676
H12 -2.1686 -2.3282 3.2080
H13 0.4249 3.6768 -3.8468
H14 3.9999 4.1581 -1.5669
H15 6.3614 0.5688 -1.6271
H16 6.5294 2.3071 -1.8859
H17 3.0976 -2.7933 1.1310
H18 -4.1793 3.6957 3.9342
H19 6.2468 1.6876 -0.2572
H20 -2.7114 -0.1203 -3.3656
H21 -2.0657 3.5614 5.2084
H22 -0.8306 2.8443 -5.8077
H23 0.4973 1.1647 5.9209
H24 -2.3644 -0.7892 2.3815
H25 1.7179 0.0215 6.4687
H26 2.6368 1.5901 -3.5534
H27 2.4353 3.4468 -1.1867
H28 0.1157 2.6169 -1.6427
H29 -4.0842 -0.3432 0.5237
H30 -1.7477 -2.2066 1.5058
H31 -2.5680 -4.0545 -2.3703
H32 -5.3894 -2.4072 0.3956
H33 -5.5644 2.8580 -0.4492
H34 3.7113 3.5190 0.0478
H35 -4.6387 -4.2804 -1.0315
H36 -5.3960 3.4938 1.9376
H37 2.1987 1.3676 5.4504

Density functional theory data (ωB97M-V/def2-TZVPD) for a cluster of 2 separate species, CH3Cl2NO in total.

As for the net charge: 0. For the LUMO energy, the calculation gives 0.33 eV. The HOMO-LUMO gap comes out at 10.39 eV.

CARTESIAN COORDINATES (ANGSTROEM)
Cl1 1.5609 1.2039 0.4422
Cl2 1.1140 -1.6202 -0.1566
O1 -0.4637 0.5104 -1.5168
N1 -0.5236 -0.1112 1.1035
C1 0.5092 -0.0433 0.1147
H1 -1.2193 -0.8412 1.1615
H2 -1.1112 0.6991 1.1509
H3 0.1336 0.2025 -2.2994

Going through the records in order, we get E_tot values of -647.82896 -1277.52664 -1104.51461 -1029.75319 -7224.03923 -1090.20247 Ha.
Going through the records in order, we get maximum force values of 4.6 0.6 6.1 3.5 0.5 5.3 eV/Å.